[1]
43
Properties=species:S:1:pos:R:3:mulliken_charge:R:1 method="wB97M-V/def2-TZVPD" total_charge=+1 homo_ev="-9.958 / -11.020" spin_multiplicity=5 e_above_lowest_ev=0.000 lumo_energy_ha="-0.1403 / -0.2041" energy_ha=-8592.88553
Ir -14.770 4.286 7.912 1.503
C -15.260 1.569 9.506 -1.279
C -15.881 2.706 10.173 1.014
C -16.588 2.569 11.408 -0.897
C -16.988 3.696 12.091 -0.632
C -17.065 4.913 11.362 0.493
C -17.273 6.206 11.864 -0.256
Br -17.156 6.689 13.667 -0.114
C -17.452 7.328 11.037 -0.432
C -17.070 7.301 9.732 -0.328
Br -16.881 8.892 8.826 -0.050
C -16.611 6.106 9.182 1.258
O -16.095 5.992 8.013 -0.772
C -16.603 4.919 9.991 0.155
N -15.926 3.887 9.489 -0.472
H -15.852 0.605 9.746 0.412
H -14.232 1.504 9.846 0.281
H -15.168 1.691 8.407 0.140
H -16.658 1.578 11.903 0.369
H -17.211 3.685 13.172 0.372
H -17.761 8.316 11.418 0.428
C -15.394 3.554 4.633 -0.821
C -16.528 3.276 5.639 0.895
C -17.916 2.727 5.228 -1.198
O -16.317 3.473 6.896 -0.801
H -15.401 2.669 3.945 0.354
H -14.423 3.519 5.186 0.155
H -15.512 4.515 4.121 0.282
H -17.787 1.875 4.599 0.393
H -18.413 3.595 4.735 0.351
H -18.495 2.503 6.133 0.272
Se -12.748 5.245 8.637 -0.105
C -11.685 4.127 7.532 0.521
C -12.072 2.869 7.078 0.341
C -11.205 2.160 6.225 -0.690
C -9.980 2.721 5.877 -0.499
C -9.593 3.948 6.410 -0.503
C -10.413 4.639 7.238 -0.667
H -13.101 2.587 7.391 0.012
H -11.483 1.135 5.927 0.361
H -9.317 2.232 5.199 0.409
H -8.643 4.364 6.186 0.411
H -10.159 5.596 7.699 0.338

=====

[2]
48
Properties=species:S:1:pos:R:3:mulliken_charge:R:1 method="wB97M-V/def2-TZVPD" total_charge=+1 homo_ev="-10.026 / -9.466" spin_multiplicity=2 e_above_lowest_ev=0.713 lumo_energy_ha="-0.1129 / -0.1177" energy_ha=-5184.09480
V -0.507 -0.100 -0.231 0.642
C 3.347 1.142 3.382 -1.262
C 2.541 -0.088 3.201 1.028
N 2.565 -1.139 3.950 -0.799
N 1.630 -1.978 3.399 0.231
C 1.029 -1.478 2.319 0.179
S -0.151 -2.113 1.319 -0.485
N 1.625 -0.268 2.177 0.425
N 1.192 0.647 1.219 -0.740
H 3.970 1.021 4.265 0.369
H 2.698 2.008 3.529 0.281
H 3.994 1.328 2.523 0.322
H 1.455 -2.880 3.811 0.169
H 2.008 1.044 0.761 0.304
H 0.685 1.394 1.699 0.285
Br -1.043 0.663 3.835 -0.081
C -2.157 1.613 2.611 0.197
C -3.124 2.436 3.151 -0.660
C -3.908 3.160 2.269 -0.340
C -3.680 3.030 0.913 -0.672
C -2.688 2.171 0.475 0.485
N -1.922 1.450 1.317 -0.013
C -2.447 2.031 -1.020 0.262
O -3.104 2.718 -1.767 -0.656
O -1.555 1.162 -1.347 -0.560
H -3.250 2.506 4.221 0.432
H -4.679 3.818 2.646 0.438
H -4.246 3.569 0.167 0.518
C -2.171 -3.627 -2.341 -0.940
C -1.196 -3.901 -3.293 -0.429
C -0.090 -3.075 -3.386 -0.975
C 0.024 -2.001 -2.517 0.797
N -0.914 -1.747 -1.582 0.383
C -1.986 -2.545 -1.504 -0.053
C 1.087 -0.991 -2.603 0.530
C 2.026 -0.962 -3.626 -1.171
C 2.890 0.111 -3.720 -0.364
C 2.788 1.146 -2.806 -1.257
C 1.841 1.033 -1.808 -0.030
N 1.022 -0.013 -1.688 0.692
H -3.055 -4.240 -2.246 0.406
H -1.302 -4.745 -3.963 0.444
H 0.668 -3.275 -4.130 0.373
H -2.712 -2.296 -0.740 0.472
H 2.067 -1.753 -4.360 0.334
H 3.618 0.151 -4.520 0.441
H 3.412 2.026 -2.865 0.408
H 1.703 1.838 -1.098 0.643

=====

[3]
49
Properties=species:S:1:pos:R:3:mulliken_charge:R:1 method="wB97M-V/def2-TZVPD" total_charge=0 homo_ev="-7.556 / -7.557" spin_multiplicity=2 e_above_lowest_ev=0.000 lumo_energy_ha="-0.0690 / -0.0764" energy_ha=-2660.40960
Ru -1.377 0.684 -0.472 0.517
N -1.102 4.264 2.014 -0.397
C -1.107 3.036 1.447 0.746
S -1.622 2.916 -0.231 -0.485
N -0.688 2.032 2.131 -1.086
N -0.860 0.816 1.483 0.504
C -0.200 -0.162 1.998 -0.136
C -0.542 -1.535 1.751 0.413
C 0.123 -2.532 2.496 -0.537
C -0.249 -3.847 2.407 -0.727
C -1.301 -4.199 1.548 -0.480
C -1.940 -3.249 0.788 -0.570
C -1.562 -1.899 0.858 0.659
O -2.190 -1.020 0.067 -0.760
H -1.536 5.038 1.548 0.193
H -0.884 4.335 2.993 0.240
H 0.601 0.076 2.694 0.421
H 0.928 -2.226 3.155 0.443
H 0.261 -4.602 2.988 0.445
H -1.609 -5.234 1.476 0.384
H -2.742 -3.513 0.109 0.459
Cl -4.344 -2.105 -4.195 -0.197
C -3.542 -0.614 -3.884 -0.033
C -3.798 0.508 -4.652 -0.111
C -3.131 1.678 -4.339 -0.874
C -2.237 1.685 -3.286 -0.224
N -1.976 0.594 -2.554 0.075
C -2.625 -0.541 -2.853 -0.213
H -4.497 0.460 -5.476 0.457
H -3.291 2.579 -4.913 0.388
H -1.692 2.581 -3.020 0.502
H -2.406 -1.410 -2.248 0.540
N 0.507 0.032 -1.126 -0.240
C 1.710 0.183 -0.330 0.422
C 2.211 -0.907 0.361 -0.197
C 3.367 -0.760 1.109 -1.067
C 4.005 0.475 1.171 -0.009
C 3.478 1.565 0.484 -0.876
C 2.323 1.422 -0.266 -0.435
S 5.594 0.608 1.988 1.275
O 5.511 -0.377 3.055 -0.696
O 5.646 1.994 2.420 -0.696
O 6.507 0.266 0.914 -0.664
H 0.574 0.521 -2.014 0.405
H 0.329 -0.950 -1.325 0.410
H 1.704 -1.863 0.311 0.525
H 3.799 -1.594 1.647 0.494
H 3.985 2.519 0.555 0.449
H 1.887 2.271 -0.784 0.341

=====

[4]
47
Properties=species:S:1:pos:R:3:mulliken_charge:R:1 method="wB97M-V/def2-TZVPD" total_charge=-1 homo_ev=-3.456 spin_multiplicity=1 e_above_lowest_ev=0.858 lumo_energy_ha=0.0759 energy_ha=-4350.08368
O 2.963 -5.848 -1.894 -0.394
C 2.497 -4.830 -1.616 0.314
Co 1.961 -3.315 -0.832 -0.151
C 1.628 -3.931 0.806 0.120
O 1.345 -4.154 1.904 -0.377
C 3.471 -2.427 -0.536 0.102
O 4.457 -1.901 -0.241 -0.379
C 0.588 -2.594 -1.759 0.048
C 0.875 -1.940 -0.556 -1.228
C 0.536 -1.014 0.355 0.250
C 1.326 0.157 0.676 1.067
C 1.306 0.580 2.023 -0.501
C 2.017 1.694 2.437 -0.719
C 2.756 2.432 1.505 -0.397
C 2.784 2.039 0.161 -0.614
C 2.085 0.905 -0.254 0.074
Co 1.410 -1.740 -3.354 0.321
C 1.730 -3.138 -4.329 0.143
O 1.993 -4.072 -4.964 -0.413
C 2.878 -0.792 -3.432 0.094
O 3.845 -0.166 -3.566 -0.395
C 0.045 -0.804 -3.924 0.147
O -0.837 -0.177 -4.338 -0.425
H -0.383 -3.087 -1.971 0.554
H -0.380 -1.219 0.923 0.074
H 0.758 -0.035 2.732 0.396
H 2.028 1.969 3.493 0.359
H 3.333 3.299 1.831 0.355
H 3.376 2.609 -0.560 0.406
H 2.098 0.590 -1.300 0.035
C -1.758 3.123 1.801 -0.804
Si -3.141 2.008 1.219 -0.013
C -4.633 2.131 2.337 -1.008
C -3.592 2.316 -0.564 -0.984
C -2.469 0.245 1.335 0.322
N -3.240 -0.822 1.074 0.604
N -3.821 -1.804 0.868 -0.893
H -2.047 4.175 1.660 0.330
H -1.552 2.968 2.870 0.285
H -0.825 2.942 1.248 0.180
H -5.081 3.133 2.289 0.308
H -5.405 1.401 2.056 0.298
H -4.353 1.936 3.382 0.286
H -3.954 3.343 -0.708 0.310
H -2.722 2.168 -1.219 0.317
H -4.384 1.629 -0.896 0.304
H -1.509 0.019 1.828 0.289

=====

[5]
59
Properties=species:S:1:pos:R:3:mulliken_charge:R:1 method="wB97M-V/def2-TZVPD" total_charge=-1 homo_ev=-5.741 spin_multiplicity=1 lumo_energy_ha=0.0680 energy_ha=-5473.41645
Co 0.376 -0.189 0.037 0.526
C -2.035 -3.199 1.662 -1.861
C -0.990 -2.478 0.868 1.593
N -1.038 -1.206 0.719 0.506
N -2.189 -0.504 1.052 -0.382
C -2.351 0.486 0.247 0.382
S -1.228 0.879 -1.012 -0.468
S -3.762 1.504 0.351 -0.149
C -4.700 0.719 1.703 -0.502
C -4.505 1.412 3.024 0.325
C -3.339 1.213 3.761 0.157
C -3.153 1.870 4.968 -0.679
C -4.129 2.733 5.450 -0.442
C -5.291 2.939 4.721 -0.540
C -5.475 2.281 3.512 -0.553
C 0.061 -3.213 0.176 0.004
C 0.314 -4.554 0.496 -0.925
C 1.161 -5.332 -0.258 -0.759
C 1.763 -4.772 -1.389 -0.506
C 1.538 -3.459 -1.729 -0.346
C 0.704 -2.641 -0.945 1.047
O 0.568 -1.388 -1.323 -0.885
H -2.862 -2.537 1.893 0.235
H -1.582 -3.524 2.602 0.382
H -2.388 -4.083 1.132 0.449
H -4.368 -0.316 1.742 -0.043
H -5.749 0.735 1.404 0.562
H -2.564 0.563 3.373 0.362
H -2.231 1.722 5.513 0.419
H -3.977 3.253 6.388 0.379
H -6.054 3.614 5.089 0.353
H -6.384 2.443 2.941 0.333
H -0.166 -4.986 1.366 0.377
H 1.357 -6.359 0.019 0.397
H 2.429 -5.370 -1.998 0.373
H 2.031 -2.996 -2.573 0.438
F 2.075 -1.308 4.621 -0.221
C 2.482 -0.079 4.290 0.438
F 2.934 0.526 5.392 -0.219
F 3.492 -0.185 3.432 -0.183
S 1.026 0.840 3.616 0.804
O 0.412 -0.047 2.656 -0.393
O 0.257 1.148 4.787 -0.585
N 1.771 2.063 2.960 -0.367
S 0.839 3.083 2.176 0.841
O -0.046 2.398 1.271 -0.369
O 0.308 4.140 2.979 -0.657
C 2.102 3.955 1.094 0.622
F 1.773 3.806 -0.185 -0.234
F 3.349 3.506 1.267 -0.231
F 2.102 5.261 1.378 -0.248
C 4.217 0.656 0.677 -0.913
S 2.945 -0.173 -0.213 1.388
O 2.222 -1.046 0.743 -0.607
O 3.585 -0.819 -1.322 -0.668
O 1.914 0.856 -0.578 -0.659
H 4.891 -0.118 1.039 0.377
H 3.781 1.207 1.501 0.131
H 4.735 1.312 -0.018 0.396

=====

[6]
42
Properties=species:S:1:pos:R:3:mulliken_charge:R:1 method="wB97M-V/def2-TZVPD" total_charge=0 homo_ev=-8.294 spin_multiplicity=1 e_above_lowest_ev=0.539 lumo_energy_ha=0.0206 energy_ha=-1173.43688
C 2.322 0.174 2.722 -1.892
C 1.525 -1.080 2.283 1.497
C 1.151 -1.895 3.553 -1.773
C 2.424 -1.978 1.403 -0.966
O 2.829 -1.443 0.148 -0.470
C 1.865 -0.779 -0.553 0.229
C 2.169 -0.500 -1.924 -1.029
C 1.257 0.076 -2.764 -0.376
C 0.061 0.550 -2.271 0.300
C -0.916 1.420 -3.024 0.366
C -1.562 2.462 -2.367 -0.468
N -2.463 3.265 -2.960 -0.642
C -2.695 3.083 -4.272 -0.278
C -2.017 2.118 -5.016 0.436
F -2.231 2.002 -6.345 -0.301
C -1.129 1.262 -4.379 -0.783
C -0.228 0.365 -0.881 -0.809
C 0.659 -0.335 -0.003 -0.501
C 0.247 -0.634 1.458 3.009
C -0.758 -1.742 1.287 -1.241
C -1.948 -1.442 1.844 0.385
F -3.075 -2.198 1.914 -0.368
C -1.741 -0.117 2.373 -0.144
N -2.645 0.657 3.045 -0.498
N -0.525 0.369 2.205 -0.915
H 1.791 0.849 3.349 0.410
H 3.202 -0.141 3.267 0.470
H 2.594 0.766 1.835 0.366
H 2.007 -2.058 4.238 0.415
H 0.335 -1.419 4.141 0.288
H 0.824 -2.873 3.227 0.459
H 1.898 -2.930 1.165 0.334
H 3.324 -2.291 1.971 0.349
H 3.122 -0.801 -2.334 0.454
H 1.523 0.264 -3.790 0.458
H -1.378 2.689 -1.337 0.654
H -3.352 3.774 -4.763 0.415
H -0.719 0.470 -4.945 0.510
H -1.202 0.660 -0.477 0.693
H -0.547 -2.685 0.777 0.468
H -3.632 0.424 3.006 0.236
H -2.370 1.641 3.198 0.253

=====

[7]
43
Properties=species:S:1:pos:R:3:mulliken_charge:R:1 method="wB97M-V/def2-TZVPD" total_charge=0 homo_ev=-6.634 spin_multiplicity=1 lumo_energy_ha=-0.0283 energy_ha=-1812.43160
C 0.646 2.782 -0.107 -2.030
C -0.190 1.840 0.753 2.051
C -0.317 2.383 2.161 -0.803
C -1.562 1.533 0.170 0.445
C -2.351 0.515 0.725 -0.446
I -1.768 -0.748 2.315 0.047
C -3.637 0.261 0.228 -0.555
C -4.156 1.027 -0.821 -0.605
C -3.357 2.021 -1.393 -0.705
C -2.062 2.249 -0.921 -0.332
O 0.441 0.525 0.712 -0.373
S 1.950 0.331 1.429 0.021
C 3.023 -0.013 0.018 0.677
F 4.300 -0.160 0.505 -0.224
F 2.658 -1.147 -0.631 -0.220
F 3.034 1.008 -0.884 -0.226
H 0.139 3.751 -0.211 0.524
H 1.626 2.963 0.351 0.135
H 0.794 2.347 -1.103 0.539
H -0.924 3.300 2.117 0.403
H -0.831 1.665 2.812 0.254
H 0.662 2.632 2.587 -0.023
H -4.234 -0.539 0.661 0.346
H -5.172 0.850 -1.182 0.369
H -3.733 2.625 -2.218 0.370
H -1.429 2.999 -1.395 0.354
C 2.717 3.354 4.811 -0.911
Li 5.409 4.555 3.757 0.909
C 3.252 2.046 4.807 -0.502
C 4.015 1.886 3.638 -0.854
C 3.958 3.092 2.869 0.217
C 3.152 4.036 3.631 0.050
C 3.043 5.371 3.190 -0.231
C 3.838 5.794 2.130 -0.726
C 4.606 4.881 1.386 -0.722
C 4.624 3.526 1.712 -0.181
H 2.081 3.795 5.572 0.438
H 3.087 1.281 5.576 0.410
H 4.554 0.991 3.350 0.544
H 2.335 6.037 3.700 0.409
H 3.833 6.849 1.838 0.368
H 5.174 5.238 0.526 0.394
H 5.107 2.780 1.072 0.393

=====

[8]
45
Properties=species:S:1:pos:R:3:mulliken_charge:R:1 method="wB97M-V/def2-TZVPD" total_charge=+1 homo_ev=-11.284 spin_multiplicity=1 lumo_energy_ha=-0.0879 energy_ha=-1468.66353
O -3.736 -1.931 0.969 -0.589
C -3.057 -1.271 0.223 0.526
C -3.298 0.204 0.053 0.404
C -4.531 0.682 -0.364 -0.725
C -4.780 2.044 -0.368 0.050
F -5.954 2.495 -0.790 -0.295
C -3.815 2.956 0.065 0.438
F -4.057 4.259 0.060 -0.269
C -2.582 2.480 0.509 0.207
F -1.637 3.316 0.931 -0.273
C -2.345 1.113 0.499 0.139
F -1.146 0.645 0.933 -0.222
N -1.994 -1.807 -0.446 -0.038
C -1.581 -3.160 -0.152 -1.006
C -0.229 -3.106 0.587 -0.461
N 0.459 -1.827 0.276 0.380
C 1.886 -1.816 0.720 -0.992
C 2.452 -0.425 0.632 0.299
C 2.033 0.542 1.536 -0.325
C 2.509 1.849 1.485 -1.251
C 3.426 2.145 0.503 1.031
C 3.856 1.172 -0.412 0.796
C 3.377 -0.114 -0.375 -1.049
O 4.750 1.722 -1.269 -0.482
C 4.912 3.069 -0.858 -0.253
O 4.048 3.314 0.236 -0.461
C 0.307 -1.503 -1.159 -0.378
C -1.172 -1.178 -1.453 -0.957
H -5.305 0.000 -0.680 0.554
H -1.502 -3.726 -1.083 0.365
H -2.347 -3.622 0.474 0.422
H -0.374 -3.165 1.666 0.465
H 0.411 -3.933 0.274 0.357
H -0.010 -1.072 0.794 0.155
H 2.449 -2.507 0.090 0.426
H 1.912 -2.174 1.751 0.406
H 1.332 0.284 2.315 0.524
H 2.184 2.597 2.187 0.474
H 3.726 -0.853 -1.077 0.455
H 5.955 3.239 -0.552 0.265
H 4.658 3.742 -1.689 0.258
H 0.944 -0.650 -1.396 0.365
H 0.647 -2.365 -1.736 0.393
H -1.437 -1.563 -2.446 0.454
H -1.344 -0.102 -1.462 0.417